(1)
46
Properties=species:S:1:pos:R:3:forces:R:3:lowdin_charge:R:1 method="wB97M-V/def2-TZVPD" homo_energy_ev=-8.987 max_force_ev_per_a=1.52 e_tot_ev=-36216.265 homo_lumo_gap_ev=9.14 lumo_ev=0.151
H -0.263 2.950 0.458 0.070 -0.140 -0.148 0.091
N 0.205 1.759 -1.220 0.120 0.941 -0.157 -0.061
B 0.823 0.885 -3.543 -0.582 -0.323 1.264 -0.483
N 0.670 2.036 -2.494 -0.304 -0.042 1.007 -0.035
C 0.836 3.371 -2.620 -0.251 -0.303 0.786 -0.076
Cd -0.501 -0.290 -0.396 0.948 0.911 -0.349 1.423
H 1.169 3.786 -3.560 0.026 0.018 0.142 0.117
C 0.493 3.971 -1.407 0.066 -0.362 -0.436 -0.066
H 0.520 5.014 -1.168 0.015 0.231 -0.008 0.083
C 0.098 2.919 -0.562 0.398 -0.087 -1.187 -0.142
H 1.258 1.272 -4.585 -0.008 -0.022 -0.036 0.112
C -2.098 -2.732 1.173 -0.030 0.148 -0.164 -0.059
H -2.441 -2.981 2.185 0.028 0.067 -0.340 0.034
H -1.078 -3.110 1.043 -0.211 0.105 0.016 0.019
H -2.760 -3.157 0.410 0.108 -0.016 0.280 0.020
N -0.610 0.268 -3.692 -0.851 -0.483 0.650 -0.032
N 1.688 -0.252 -2.915 0.071 -0.700 0.936 -0.035
N -1.286 -0.226 -2.589 -0.948 -0.236 -0.846 -0.061
N 1.384 -0.758 -1.667 0.870 -0.389 -0.357 -0.065
C -1.381 0.135 -4.791 -0.147 -0.221 0.923 -0.072
C 2.741 -0.929 -3.425 -0.364 -0.161 1.053 -0.071
H -1.009 0.473 -5.750 -0.132 -0.092 0.156 0.122
H 3.095 -0.698 -4.415 0.133 -0.004 0.038 0.117
C -2.586 -0.452 -4.413 0.108 0.033 0.188 -0.072
C 3.154 -1.867 -2.476 -0.169 0.259 -0.268 -0.070
C -2.490 -0.655 -3.021 1.098 0.543 -0.900 -0.150
C 2.276 -1.719 -1.387 -0.118 0.649 -1.135 -0.150
H -3.416 -0.704 -5.049 -0.003 0.036 -0.023 0.087
H 3.966 -2.563 -2.560 0.117 -0.056 -0.055 0.084
H -3.225 -1.082 -2.346 0.277 0.112 -0.093 0.099
H 2.249 -2.256 -0.444 -0.056 0.205 -0.232 0.104
H -2.100 -1.634 1.077 -0.079 -0.374 0.154 -0.030
O -1.106 1.159 1.985 0.733 -1.237 -0.171 -0.044
C -0.359 0.241 2.395 -0.220 0.269 -0.178 -0.620
O 0.192 -0.669 1.645 -0.702 0.770 -0.199 -0.199
C -0.077 0.097 3.868 0.166 -0.014 0.612 -0.144
C 0.935 -0.766 4.314 -0.179 -0.068 0.076 -0.031
C 1.135 -0.990 5.679 -0.244 0.314 -0.028 -0.081
C 0.328 -0.331 6.622 0.005 0.045 -0.429 -0.089
C -0.657 0.572 6.188 0.358 -0.238 -0.190 -0.081
C -0.845 0.789 4.818 0.091 -0.148 -0.002 -0.024
H 1.545 -1.274 3.566 -0.180 0.095 0.260 0.111
H 1.921 -1.677 6.001 -0.290 0.251 -0.052 0.101
H 0.478 -0.518 7.688 -0.073 0.097 -0.343 0.100
H -1.271 1.105 6.919 0.208 -0.196 -0.287 0.102
H -1.598 1.490 4.463 0.126 -0.187 0.074 0.113

---

(2)
20
Properties=species:S:1:pos:R:3:forces:R:3:lowdin_charge:R:1 method="wB97M-V/def2-TZVPD" homo_energy_ev=-8.887 max_force_ev_per_a=2.12 e_tot_ev=-12891.415 homo_lumo_gap_ev=9.63 relative_energy_kj_mol=136.6 lumo_ev=0.741
H -1.527 -2.199 1.972 0.114 0.378 0.181 0.041
N -0.720 -2.158 1.360 0.083 -0.277 -0.498 0.098
C -0.951 -1.403 0.358 -1.292 0.237 -0.684 -0.566
N -2.084 -0.577 0.195 -0.012 0.437 -0.434 0.101
N -0.067 -1.273 -0.712 -0.104 0.395 -0.505 -0.046
C 0.897 -2.309 -0.924 1.586 -1.402 -0.017 -0.137
H -3.038 -0.890 0.180 0.134 -0.908 0.634 0.085
H -2.016 0.123 -0.529 0.495 0.082 0.185 0.051
H -0.487 -0.985 -1.603 -0.002 0.103 1.018 0.133
H 1.887 -1.982 -1.353 -0.860 0.254 0.889 0.082
H 0.579 -3.028 -1.704 -0.307 0.039 0.541 0.076
H 1.031 -2.849 0.053 0.088 0.478 -1.123 0.079
C 1.213 3.183 -0.076 0.926 -1.373 0.060 0.009
C 0.217 2.122 0.393 0.650 0.667 -1.261 -0.570
O -0.729 1.829 -0.280 -0.115 -0.203 0.182 0.083
O 0.555 1.617 1.577 0.746 -0.019 1.315 0.096
H 1.846 2.678 -0.846 -0.685 0.286 0.234 0.100
H 1.958 3.404 0.698 -0.588 0.489 -0.016 0.080
H 0.707 4.013 -0.538 -0.001 0.369 0.043 0.076
H 0.728 0.685 1.780 -0.855 -0.033 -0.745 0.131

---

(3)
15
Properties=species:S:1:pos:R:3:forces:R:3:lowdin_charge:R:1 method="wB97M-V/def2-TZVPD" homo_energy_ev=-8.109 max_force_ev_per_a=5.60 e_tot_ev=-21141.782 homo_lumo_gap_ev=8.53 relative_energy_kj_mol=319.9 lumo_ev=0.425
C 2.334 -0.779 -0.570 2.948 0.969 0.570 -0.172
C 1.397 -1.094 0.334 -2.202 -2.661 2.641 -0.094
C 0.596 0.263 -1.191 -1.965 0.992 1.208 -0.651
C -1.851 1.309 -0.608 0.509 -2.842 1.398 -0.391
C -0.987 -0.361 0.730 -1.731 1.729 -5.041 -0.229
N 1.852 0.185 -1.427 -0.109 -0.514 -1.250 0.058
N 0.184 -0.482 -0.090 1.485 -0.479 1.245 -0.067
O -0.994 0.028 1.963 1.239 0.520 3.006 0.064
S -0.654 1.297 -1.890 0.317 0.087 -0.927 0.872
H 3.469 -0.911 -0.543 -2.015 -0.321 0.019 0.126
H 1.267 -1.855 1.237 0.842 1.806 -2.206 0.157
H -2.870 0.911 -0.834 1.022 0.543 0.006 0.033
H -1.784 2.230 -0.061 -0.358 0.199 0.486 0.002
H -1.803 -1.075 0.568 0.573 0.088 -0.177 0.138
H -0.157 0.333 2.383 -0.556 -0.116 -0.978 0.153

---

(4)
68
Properties=species:S:1:pos:R:3:forces:R:3:mulliken_spin:R:1 method="wB97M-V/def2-TZVPD" homo_energy_ev="-13.799 / -13.909" max_force_ev_per_a=1.65 e_tot_ev=-131043.063 homo_lumo_gap_ev="7.24 / 6.13" s_squared=3.7687 relative_energy_kj_mol=0.0 total_charge=+2 spin_multiplicity=4 lumo_ev="-6.558 / -7.779"
Tc 0.479 -0.603 -0.783 1.083 0.853 -0.914 2.635
C 1.515 2.354 0.344 -0.073 0.286 -0.041 0.004
O 1.753 0.936 0.201 -0.644 -0.329 -0.098 0.007
C 3.059 0.473 0.239 0.278 -0.429 0.079 0.004
C 4.166 1.274 0.352 -0.050 0.123 0.015 -0.014
C 5.423 0.671 0.400 0.178 0.059 0.019 0.015
Br 6.958 1.755 0.520 -0.119 -0.076 0.009 0.002
C 5.549 -0.697 0.360 0.036 -0.082 0.007 -0.003
C 4.421 -1.519 0.245 -0.368 0.278 -0.040 -0.002
C 3.147 -0.931 0.161 0.380 0.369 0.046 0.023
O 2.013 -1.620 0.007 -0.356 -0.227 -0.002 0.059
C 4.570 -2.961 0.201 -0.071 -0.230 -0.028 0.004
N 3.566 -3.843 0.203 -0.004 0.190 -0.009 0.004
C 4.065 -5.137 0.163 0.246 -0.076 -0.022 0.002
C 3.437 -6.375 0.140 -0.059 0.001 0.024 -0.001
C 4.259 -7.483 0.076 -0.062 0.043 0.004 0.001
C 5.655 -7.360 0.035 0.022 0.007 0.002 0.000
C 6.279 -6.129 0.065 0.130 0.005 0.022 0.000
C 5.454 -5.015 0.134 -0.327 -0.169 -0.062 0.001
N 5.717 -3.649 0.158 0.104 0.140 0.050 0.003
H 1.838 2.681 1.331 0.042 -0.079 -0.008 0.001
H 0.444 2.500 0.239 0.001 -0.057 -0.014 -0.003
H 2.038 2.905 -0.436 -0.002 -0.070 -0.042 0.001
H 4.097 2.351 0.401 -0.038 -0.012 -0.005 0.000
H 6.540 -1.126 0.422 -0.001 0.037 0.005 0.000
H 2.604 -3.533 0.205 -0.034 0.015 0.019 -0.008
H 2.360 -6.465 0.182 0.015 -0.022 -0.017 0.000
H 3.817 -8.470 0.058 0.010 0.001 0.000 0.000
H 6.258 -8.255 -0.021 0.009 0.009 0.011 0.000
H 7.357 -6.047 0.036 -0.009 0.024 -0.002 0.000
H 6.636 -3.235 0.154 -0.012 0.010 -0.024 0.000
O 2.160 1.243 -3.991 0.028 -0.184 0.227 0.030
C 1.315 0.669 -3.367 -0.446 0.477 -0.701 -0.008
O 1.615 -0.107 -2.317 -0.453 -0.750 1.032 0.111
C -0.139 0.723 -3.786 0.025 -0.058 0.531 0.002
C -0.436 0.945 -5.118 -0.041 0.082 -0.273 -0.002
C -1.756 0.981 -5.529 0.163 -0.059 0.196 0.011
C -2.798 0.783 -4.647 -0.140 -0.033 -0.060 -0.006
C -2.508 0.542 -3.318 0.494 -0.116 0.101 0.014
C -1.176 0.566 -2.851 -0.322 -0.047 -0.758 0.033
O -0.913 0.469 -1.557 0.271 -0.009 0.813 0.119
N -3.617 0.168 -2.428 -0.256 0.190 0.258 0.001
O -4.734 0.422 -2.799 0.130 -0.017 -0.012 0.000
O -3.358 -0.404 -1.371 0.132 -0.053 -0.190 0.005
N -2.059 1.177 -6.962 -0.047 0.000 -0.048 -0.001
O -1.117 1.154 -7.724 -0.079 0.042 0.053 0.001
O -3.223 1.327 -7.257 0.102 -0.008 0.009 0.001
H 0.360 1.094 -5.836 0.008 -0.017 0.007 0.000
H -3.822 0.795 -4.996 -0.004 -0.032 0.005 0.001
N -1.045 -1.160 0.704 -0.117 0.113 -0.022 -0.044
C -1.284 -2.587 0.581 0.031 -0.153 0.020 -0.013
C -1.812 -3.385 1.553 -0.028 0.159 -0.010 -0.001
C -2.094 -4.739 1.272 0.001 -0.115 -0.104 -0.004
C -1.873 -5.256 0.025 -0.052 -0.002 0.063 0.005
C -1.304 -4.453 -0.990 0.038 0.107 -0.038 -0.005
C -1.037 -4.900 -2.305 0.035 0.125 -0.020 0.020
C -0.451 -4.048 -3.206 -0.092 -0.139 0.022 -0.015
C -0.088 -2.761 -2.803 0.053 0.107 -0.082 0.024
N -0.330 -2.308 -1.581 0.063 -0.230 -0.200 -0.030
C -0.972 -3.122 -0.681 -0.065 -0.056 0.138 0.002
H -1.872 -0.679 0.320 0.052 0.048 -0.011 0.005
H -0.975 -0.883 1.681 0.170 -0.019 -0.006 0.005
H -2.048 -2.983 2.531 -0.001 0.020 -0.018 0.000
H -2.520 -5.360 2.048 -0.005 0.015 0.005 0.000
H -2.135 -6.281 -0.202 0.006 -0.001 0.016 0.000
H -1.304 -5.910 -2.590 0.013 -0.005 0.003 0.000
H -0.243 -4.356 -4.220 0.002 0.011 0.000 0.000
H 0.421 -2.092 -3.485 0.027 0.014 0.070 0.000